The following is a quantum chemistry calculation of 19 unconnected molecules or ions with the total composition C66H158O51S10 in a non-equilibrium geometry, from the OMol25 dataset.

As for the LUMO energy: -0.36 eV. The energy relative to the best compared isomer or geometry (same formula, charge and spin) is 132.7 kcal/mol. The HOMO-LUMO gap comes out at 9.0 eV. The total charge is 0.

Geometry as XYZ:
```
285
C66H158O51S10 ωB97M-V/def2-TZVPD
C 0.4716 -1.8509 6.9525
C 1.5389 -2.7251 6.2483
C 0.8647 -3.9617 5.6019
O 1.2952 -3.9796 4.3039
C 1.9295 -2.8903 4.0276
O 2.4373 -2.5925 2.9415
O 2.0876 -2.0728 5.0967
H 0.8924 -0.9054 7.2947
H 0.0015 -2.2979 7.8285
H -0.2977 -1.5445 6.2438
H 2.3895 -3.0024 6.8709
H -0.2151 -3.9925 5.7473
H 1.1713 -4.8777 6.1069
C 0.3864 7.8494 0.1086
C 1.1334 7.3659 -1.1620
C 0.3234 7.3544 -2.4044
O 1.1259 7.9846 -3.4072
C 2.0685 8.6176 -2.8838
O 2.8429 9.4363 -3.4654
O 2.0428 8.4248 -1.5592
H 0.9366 8.0272 1.0326
H -0.3531 7.0738 0.3079
H -0.1951 8.7382 -0.1365
H 1.7362 6.4738 -0.9918
H -0.6469 7.8437 -2.3183
H 0.0681 6.3456 -2.7287
C 4.1746 4.2159 -0.5839
C 3.5816 4.2992 0.8211
C 3.3876 5.6565 1.4750
O 2.0109 5.5146 1.8599
C 1.4971 4.2973 1.6444
O 0.3899 3.8649 1.9378
O 2.3331 3.6724 0.8032
H 3.6173 4.8899 -1.2345
H 4.1188 3.2353 -1.0568
H 5.2086 4.5595 -0.6130
H 4.2711 3.7913 1.4955
H 3.4960 6.5340 0.8376
H 4.0977 5.8330 2.2830
C 2.2567 0.4270 -4.3289
O 1.0292 1.1557 -4.3950
C 0.5137 1.6031 -3.1581
C 1.3777 2.8794 -2.7853
O 1.0441 3.8945 -3.7133
C 2.1319 4.8527 -3.8345
H 3.1339 1.0543 -4.1703
H 2.4364 -0.0995 -5.2662
H 2.1998 -0.4040 -3.6258
H 0.3568 0.8421 -2.3937
H -0.5317 1.8938 -3.2618
H 2.4135 2.5823 -2.6213
H 1.1288 3.2449 -1.7890
H 2.3538 5.3476 -2.8890
H 1.9447 5.5869 -4.6182
H 3.0099 4.2744 -4.1220
C -5.5108 -2.6066 -1.5111
O -4.2560 -2.6082 -2.1693
C -3.5062 -1.3741 -2.0947
C -2.1014 -1.5946 -2.5722
O -2.0418 -2.1111 -3.9383
C -0.6705 -2.3483 -4.4135
H -6.2963 -2.4676 -2.2539
H -5.7055 -1.8290 -0.7725
H -5.7222 -3.6231 -1.1790
H -3.5039 -1.0365 -1.0583
H -4.0598 -0.5988 -2.6244
H -1.5958 -2.2983 -1.9108
H -1.6034 -0.6265 -2.6240
H -0.0362 -1.4627 -4.3747
H -0.7503 -2.7116 -5.4380
H -0.2619 -3.2079 -3.8823
C -1.4742 1.5093 0.3791
O -0.8265 0.3115 -0.0531
C 0.5020 0.0860 0.4251
C 1.0130 -1.2829 -0.0091
O 1.3252 -1.2939 -1.4151
C 1.7645 -2.5757 -1.8171
H -2.4858 1.3494 0.0060
H -1.1040 2.4123 -0.1062
H -1.5566 1.8136 1.4225
H 0.5661 0.1887 1.5084
H 1.2339 0.8100 0.0673
H 0.1938 -1.9630 0.2242
H 1.9203 -1.5759 0.5192
H 2.1181 -2.5654 -2.8481
H 0.9507 -3.3005 -1.8400
H 2.6553 -2.9812 -1.3373
C -3.5891 4.7046 6.8985
O -3.9401 5.0859 5.5708
C -3.9808 3.9424 4.6439
C -4.6960 4.2632 3.3238
O -3.9989 5.2924 2.5904
C -2.8492 4.8473 1.8016
H -3.4861 5.6390 7.4502
H -2.6835 4.1867 7.2143
H -4.4494 4.2291 7.3697
H -4.4928 3.1030 5.1143
H -2.9621 3.5887 4.4851
H -5.7041 4.6257 3.5247
H -4.7216 3.3468 2.7340
H -3.2628 4.1980 1.0299
H -2.1049 4.3154 2.3943
H -2.3702 5.6441 1.2328
C 2.7187 -4.3097 -5.5594
O 2.9241 -5.6875 -5.5921
C 3.1354 -6.2570 -4.3125
C 1.9307 -6.3574 -3.3927
O 0.7340 -6.8849 -3.9829
C 0.8208 -8.2175 -4.4128
H 1.9352 -4.0982 -4.8318
H 2.4138 -3.8925 -6.5191
H 3.5438 -3.7060 -5.1815
H 3.9489 -5.7284 -3.8155
H 3.5749 -7.2469 -4.4353
H 1.6411 -5.3634 -3.0517
H 2.2528 -6.9282 -2.5217
H 1.3023 -8.3340 -5.3837
H -0.1860 -8.5965 -4.5883
H 1.3894 -8.9136 -3.7960
C -1.7956 0.7127 4.3016
O -2.6228 -0.1772 3.5636
C -1.7754 -1.2914 3.2629
C -2.3058 -2.1255 2.0981
O -3.4664 -2.8188 2.5605
C -3.6336 -3.9999 1.8186
H -1.3990 0.2390 5.1996
H -2.4441 1.5610 4.5202
H -0.9857 1.0558 3.6577
H -1.5536 -1.8874 4.1482
H -0.7663 -1.0401 2.9362
H -1.5189 -2.8306 1.8303
H -2.3856 -1.4682 1.2323
H -2.8464 -4.7523 1.8655
H -3.8362 -3.7612 0.7745
H -4.5780 -4.4409 2.1375
O 0.2820 -6.2440 1.8252
S 0.4086 -6.1613 0.3528
O -0.6254 -5.4364 -0.3345
O 1.8693 -5.5225 -0.0155
C 2.9822 -5.9054 0.8204
C 4.2052 -5.1783 0.2176
C 0.5879 -7.8648 -0.4090
H 3.0778 -6.9912 0.8244
H 2.8563 -5.4628 1.8085
H 4.1648 -4.1723 0.6352
H 4.0904 -5.2179 -0.8657
H 5.0577 -5.7469 0.5893
H -0.1614 -7.8432 -1.2003
H 0.4505 -8.6037 0.3805
H 1.6263 -8.0261 -0.6985
O 6.6386 -5.2241 5.3969
S 6.7774 -3.9091 4.7592
O 8.0927 -3.2777 4.8307
O 6.2284 -4.0354 3.2484
C 6.2272 -2.8595 2.4680
C 7.0731 -3.3770 1.3048
C 5.4105 -2.8362 5.3709
H 6.7264 -2.0235 2.9578
H 5.2168 -2.6121 2.1424
H 6.6762 -4.2583 0.8010
H 8.1217 -3.4886 1.5806
H 7.0150 -2.5649 0.5801
H 5.4150 -1.8887 4.8320
H 5.5513 -2.6684 6.4386
H 4.4768 -3.3733 5.2039
O -0.6811 3.8227 5.9228
S 0.1363 5.0837 5.8932
O 0.4090 5.8012 7.1207
O 1.5874 4.7762 5.1523
C 2.7124 5.5485 5.4586
C 3.3648 4.9687 6.6722
C -0.5181 6.0941 4.5545
H 2.5881 6.6313 5.4713
H 3.4234 5.2776 4.6781
H 2.7515 4.9368 7.5727
H 4.3385 5.4086 6.8875
H 3.5564 3.9024 6.5521
H 0.1594 6.9152 4.3200
H -1.4923 6.4790 4.8559
H -0.6662 5.3802 3.7442
O -7.0274 2.2184 4.1485
S -7.2934 0.8265 3.7475
O -7.1497 -0.2440 4.7282
O -8.7329 0.6869 2.9531
C -9.2650 -0.5902 2.8066
C -10.4560 -0.8489 3.7909
C -6.1495 0.4969 2.2700
H -8.5295 -1.3566 3.0509
H -9.6824 -0.7591 1.8140
H -10.0889 -0.9843 4.8083
H -10.8982 -1.8406 3.6951
H -11.1959 -0.0485 3.7981
H -6.0996 -0.5639 2.0245
H -5.1573 0.8607 2.5370
H -6.4841 1.0748 1.4085
O 6.4009 0.5958 4.1431
S 6.0264 1.7801 3.3620
O 6.5015 2.0355 2.0171
O 4.3410 1.8790 3.2065
C 3.5637 1.0197 3.9981
C 2.1544 1.5630 4.0949
C 6.3395 3.3300 4.2663
H 3.9310 1.0814 5.0225
H 3.6793 0.0194 3.5809
H 1.6049 1.4612 3.1591
H 2.1030 2.5929 4.4481
H 1.5881 0.9537 4.7993
H 5.8446 3.3046 5.2372
H 5.8524 4.1582 3.7516
H 7.4158 3.5021 4.2790
O -6.5942 1.1050 -1.9973
S -7.8427 1.0928 -1.1939
O -8.2597 -0.1139 -0.4856
O -7.8512 2.3443 -0.1098
C -7.1978 3.5367 -0.4381
C -7.4918 4.3076 0.9286
C -9.2361 1.7162 -2.3054
H -7.5196 4.1331 -1.2918
H -6.1262 3.3908 -0.5743
H -7.4145 3.7631 1.8697
H -8.4988 4.7196 0.8622
H -6.7682 5.1154 1.0377
H -8.9419 2.7142 -2.6302
H -10.1038 1.8495 -1.6593
H -9.3889 0.9308 -3.0457
O -5.4501 3.4517 -6.0099
S -4.6803 2.5321 -5.1624
O -3.2670 2.2757 -5.4821
O -4.8381 2.9981 -3.5324
C -3.7622 2.9691 -2.6667
C -3.2379 4.4317 -2.6144
C -5.7385 0.9001 -4.9342
H -3.0594 2.1998 -2.9866
H -3.9462 2.5521 -1.6766
H -4.0537 5.1543 -2.5975
H -2.5751 4.6176 -3.4595
H -2.5953 4.5498 -1.7419
H -5.8716 0.5308 -5.9511
H -6.6863 1.0360 -4.4134
H -5.1606 0.2383 -4.2890
O -2.0670 -7.8259 -2.6858
S -3.1671 -7.0101 -3.1936
O -3.6260 -7.0585 -4.5760
O -4.4688 -7.0313 -2.1059
C -4.1507 -7.0992 -0.7048
C -5.2339 -7.9491 0.0369
C -2.7458 -5.1962 -2.8694
H -4.0378 -6.1017 -0.2799
H -3.1770 -7.5887 -0.6842
H -5.0322 -8.0185 1.1059
H -5.0863 -8.9537 -0.3595
H -6.1838 -7.4906 -0.2378
H -1.8882 -4.9909 -3.5101
H -2.4901 -5.0854 -1.8156
H -3.5772 -4.5757 -3.2040
O 7.8993 -2.3075 -1.7592
S 6.6147 -1.7128 -2.1465
O 5.3467 -2.4424 -2.0618
O 6.4718 -0.3419 -1.3046
C 5.2368 0.3978 -1.3053
C 4.5938 0.1041 -0.0221
C 6.7815 -1.0069 -3.8939
H 4.6481 0.1364 -2.1847
H 5.5543 1.4403 -1.3236
H 4.2784 -0.9381 0.0265
H 3.7723 0.7559 0.2754
H 5.3106 0.1530 0.7976
H 5.9189 -0.4006 -4.1701
H 6.8940 -1.8753 -4.5431
H 7.6770 -0.4013 -3.7546
O 4.6489 -1.8395 -6.9068
S 5.6998 -1.4337 -7.8249
O 6.7018 -2.3661 -8.3328
O 4.9489 -0.7693 -9.1474
C 3.6630 -0.1500 -9.0453
C 3.2312 0.4939 -10.3588
C 6.5265 0.1128 -7.2485
H 3.6606 0.5244 -8.1890
H 2.9581 -0.8483 -8.5941
H 2.2929 1.0453 -10.2974
H 3.2743 -0.2529 -11.1516
H 3.9341 1.2228 -10.7621
H 6.8135 0.0025 -6.2028
H 5.8660 0.9673 -7.3957
H 7.4784 -0.0385 -7.7575
```